Entry 1:
{
  "formula": "C5H6N3O2",
  "method": "ωB97M-V/def2-TZVPD",
  "elements": ["C", "C", "C", "C", "C", "N", "N", "N", "O", "O", "H", "H", "H", "H", "H", "H"],
  "coordinates": [[1.219027, -1.991725, -0.192315], [1.765184, -0.688565, -0.224917], [-2.953289, 0.500463, -0.261804], [-0.862324, -1.144186, 0.316911], [1.439197, 1.654217, -0.074447], [-0.092809, -2.098774, 0.118279], [0.945633, 0.292906, -0.034792], [-1.860310, -0.534890, 0.694432], [-3.544189, 1.120466, 0.608143], [-2.867683, 0.412279, -1.452006], [1.728310, -2.975695, 0.011756], [2.771559, -0.568681, -0.735865], [0.750884, 2.195080, 0.484648], [1.271926, 1.894227, -1.237652], [2.349424, 1.928147, 0.404759], [-2.060541, 0.004730, 1.574876]],
  "forces_ev_per_angstrom": [[1.4, -1.7, 0.5], [0.4, -1.1, -1.5], [-0.1, 0.3, 0.6], [2.8, -2.1, -0.2], [-1.7, -1.1, -3.8], [-1.5, 1.6, 0.6], [0.6, 0.0, 1.2], [-3.5, 2.9, 0.5], [0.1, -0.2, -0.3], [0.2, -0.4, 0.0], [0.0, 1.5, -0.9], [-0.6, 0.0, 1.2], [-1.6, 1.4, 0.6], [1.0, 0.6, 2.5], [1.5, -0.4, -0.3], [1.0, -1.3, -0.7]],
  "mulliken_charge": [-0.76, 0.15, 0.69, 0.60, -0.98, -0.45, -0.37, -0.41, -0.66, -0.57, 0.26, 0.31, 0.31, 0.26, 0.36, 0.27],
  "charge": -1,
  "lumo_ev": 3.91
}



Entry 2:
{
  "formula": "C5H6N3O5",
  "method": "ωB97M-V/def2-TZVPD",
  "elements": ["C", "C", "N", "O", "C", "O", "N", "O", "C", "O", "N", "C", "O", "H", "H", "H", "H", "H", "H"],
  "coordinates": [[3.064217, 0.580058, -0.561603], [1.922665, 0.070358, 0.268226], [0.580258, -0.115771, -0.324891], [0.340546, 0.103507, -1.487850], [-0.247363, -1.156268, 0.301426], [0.397685, -2.040772, 0.789393], [-1.528854, -1.046200, -0.066139], [-1.876910, -2.347722, -0.228812], [-2.703613, -0.079333, -0.105425], [-3.768083, -0.463942, -0.375507], [-2.295885, 1.156617, 0.296748], [-2.464886, 2.292948, 0.673378], [-2.506017, 3.354763, 1.084585], [2.772024, 0.570114, -1.673667], [3.398936, 1.539634, -0.228185], [3.960891, -0.043786, -0.411679], [1.638957, 0.927917, 1.071058], [2.119232, -0.752892, 0.875495], [-2.803804, -2.549231, 0.103444]],
  "forces_ev_per_angstrom": [[0.0, -0.9, -2.1], [-1.1, 4.3, 1.8], [2.4, -0.1, -3.2], [0.3, 0.6, 2.1], [0.0, -0.1, 1.3], [-0.9, 0.6, -0.4], [-2.1, -0.5, 0.2], [-2.5, -1.9, -0.2], [2.4, 0.9, 0.9], [-0.9, -0.9, -0.4], [1.0, -0.4, -0.3], [-0.3, -1.0, -0.1], [-0.1, 0.9, 0.2], [0.7, 0.2, 1.6], [-0.2, 0.8, -0.2], [-0.6, -0.2, -0.2], [0.5, -1.7, -1.4], [0.1, -1.5, 0.8], [1.3, 0.8, -0.3]],
  "mulliken_charge": [-1.02, -0.31, 0.65, -0.27, 0.33, -0.41, 0.34, -0.47, 0.42, -0.37, -0.18, 0.53, -0.29, 0.33, 0.30, 0.33, 0.31, 0.42, 0.37],
  "charge": 1,
  "lumo_ev": [-7.55, -7.55],
  "smiles": "CC[N+](=O)C(=O)N(O)C(=O)N=C=O"
}



Entry 3:
{
  "formula": "C5H6N4",
  "method": "ωB97M-V/def2-TZVPD",
  "elements": ["C", "C", "C", "C", "C", "H", "H", "H", "H", "H", "H", "N", "N", "N", "N"],
  "coordinates": [[-1.162669, 0.197729, 0.962610], [-0.947766, 0.882001, -0.248878], [-1.240391, -0.399859, -0.966947], [0.592091, -0.775313, -0.094407], [2.555715, -0.018153, -0.029804], [-0.464060, 0.360564, 1.831500], [-2.306336, 0.120524, 1.038014], [-1.138512, 1.889673, -0.188865], [-0.767607, -0.813290, -1.834435], [-2.426059, -0.802214, -0.795831], [3.804402, 0.069753, 0.544681], [-0.764966, -1.049112, 0.232449], [1.895917, -1.242583, 0.059137], [1.794884, 1.078907, -0.231098], [0.575358, 0.501378, -0.278119]],
  "forces_ev_per_angstrom": [[-2.1, -2.8, 3.6], [4.5, 0.5, -1.7], [-7.6, -2.3, -0.3], [3.9, -1.2, 2.3], [2.8, -0.1, 2.4], [-1.5, 0.3, -0.5], [1.6, 0.0, 1.2], [-0.5, 2.5, -1.4], [-0.2, 0.6, -0.9], [2.5, 1.8, -1.7], [-4.2, -0.2, -2.7], [1.3, -3.4, 0.6], [-2.2, 2.1, 0.1], [0.7, -1.0, 0.3], [1.1, 3.3, -1.3]],
  "mulliken_charge": [-0.28, -0.29, -0.43, 0.51, -0.02, 0.30, 0.29, 0.56, 0.39, 0.22, 0.26, -0.60, -0.63, -1.02, 0.73],
  "lumo_ev": 0.77
}



Entry 4:
{
  "formula": "C5H6N4",
  "method": "ωB97M-V/def2-TZVPD",
  "elements": ["C", "C", "C", "C", "C", "N", "N", "N", "N", "H", "H", "H", "H", "H", "H"],
  "coordinates": [[-1.350230, 0.856279, -1.938155], [-0.070608, 0.283584, -1.923834], [-1.265447, 0.498869, 0.225687], [-0.144209, -0.465111, 1.956589], [1.225199, -0.213165, 1.402830], [-1.941197, 0.939143, -0.739891], [-1.223256, -0.058159, 1.371009], [0.352424, 0.106620, -0.701262], [1.319188, -0.556179, -0.034762], [-1.876052, 1.192268, -2.809985], [0.465942, -0.006691, -2.814242], [-0.276705, -1.084401, 2.831447], [1.469610, 0.855820, 1.457084], [1.985079, -0.785197, 1.931933], [1.330262, -1.563680, -0.214448]],
  "forces_ev_per_angstrom": [[0.3, -0.1, -0.3], [0.1, -0.1, -0.3], [3.2, -0.2, -2.6], [0.0, 0.0, -0.2], [-0.2, 0.2, -0.3], [-0.8, 0.3, 0.2], [-0.2, -0.7, 1.6], [-3.0, 1.0, 2.2], [0.7, -0.6, -0.2], [0.0, 0.0, -0.2], [0.2, 0.0, -0.1], [0.0, 0.0, 0.2], [0.0, -0.1, 0.1], [0.0, 0.0, 0.0], [-0.2, 0.2, 0.0]],
  "mulliken_charge": [-0.53, 0.05, 0.45, -0.07, -0.52, -0.50, -0.45, 0.07, -0.60, 0.42, 0.41, 0.42, 0.26, 0.34, 0.25],
  "lumo_ev": [0.17, 0.17]
}